[1]
DFT (ωB97M-V/def2-TZVPD) results for one molecule with the formula C21H27N5O4S.

Summary:
Energy relative to the best compared isomer or geometry (same formula, charge and spin) ... 1.348 eV
Net charge ... 0
Highest occupied orbital energy ... -8.548 eV
Structure (SMILES) ... O=C(CN1CCN(c2ccccn2)CC1)Nc1cccc(S(=O)(=O)N2CCOCC2)c1

```
58
C21H27N5O4S ωB97M-V/def2-TZVPD
O 0.25459 1.02074 2.22804
C 0.81853 1.08459 1.15702
C 2.20834 1.70496 1.01763
N 2.90730 1.20121 -0.13682
C 4.03804 2.00210 -0.56428
C 4.67772 1.30884 -1.78905
N 3.69741 0.43464 -2.40131
C 2.63798 1.03373 -3.05633
C 2.87360 2.02447 -4.02389
C 1.80633 2.55005 -4.71554
C 0.52233 2.08903 -4.44176
C 0.38563 1.11328 -3.47675
N 1.40324 0.59821 -2.79852
C 3.41525 -0.68701 -1.52234
C 3.28083 -0.20002 -0.06450
N 0.31075 0.62483 -0.01528
C -0.89721 -0.05754 -0.15151
C -1.01283 -1.03723 -1.13977
C -2.19049 -1.74519 -1.29345
C -3.26480 -1.50515 -0.44926
C -3.14061 -0.53382 0.52388
S -4.50114 -0.23689 1.65903
O -4.50409 1.14981 2.01587
O -5.68260 -0.81669 1.08847
N -4.17836 -1.09162 3.04219
C -3.19459 -0.59468 3.97697
C -1.84789 -1.30725 3.81123
O -2.00452 -2.71349 3.84103
C -2.87539 -3.15616 2.82491
C -4.26509 -2.53072 2.98656
C -1.98590 0.20414 0.67741
H 2.06630 2.78385 0.89598
H 2.74548 1.54670 1.96779
H 4.79035 2.12909 0.23384
H 3.66110 2.99034 -0.84245
H 5.04005 2.04862 -2.50019
H 5.52417 0.68816 -1.48620
H 3.87764 2.35123 -4.24047
H 1.96729 3.30769 -5.46872
H -0.33713 2.47730 -4.96292
H -0.58857 0.72015 -3.21428
H 2.49531 -1.15703 -1.86455
H 4.23814 -1.40260 -1.61592
H 4.22759 -0.33605 0.48454
H 2.50901 -0.76249 0.46038
H 0.91573 0.64170 -0.84136
H -0.16979 -1.22979 -1.78577
H -2.26927 -2.49398 -2.06715
H -4.19595 -2.04032 -0.54016
H -3.09632 0.47663 3.80986
H -3.57633 -0.76937 4.98976
H -1.18356 -1.06047 4.64004
H -1.36854 -1.00466 2.87067
H -2.92732 -4.24207 2.92344
H -2.46019 -2.89885 1.83728
H -4.92131 -2.78580 2.15545
H -4.71232 -2.88372 3.92296
H -1.94395 0.97457 1.42827
```



[2]
DFT (ωB97M-V/def2-TZVPD) results for one molecule with the formula C2H4INO.

Summary:
Energy relative to the best compared isomer or geometry (same formula, charge and spin) ... 1.034 eV
Net charge ... 0
Highest occupied orbital energy ... -9.691 eV
Structure (SMILES) ... [H]/N=C(\I)CO

```
9
C2H4INO ωB97M-V/def2-TZVPD
H -0.76572 2.54060 0.36967
N -0.20215 1.83794 0.10472
C -0.46624 0.60351 -0.00112
I -2.51605 -0.20400 -0.00626
C 0.75474 -0.32338 -0.15946
O 0.67742 -1.69031 0.35117
H 1.60712 -0.01473 0.57644
H 0.94689 -0.49622 -1.16662
H -0.03600 -2.25341 -0.06855
```



[3]
DFT (ωB97M-V/def2-TZVPD) results for C59H63Cl2F6N3OS as an isolated structure.

Summary:
Net charge ... 0
Highest occupied orbital energy ... -8.541 eV

```
135
C59H63Cl2F6N3OS ωB97M-V/def2-TZVPD
C 2.48623 2.66515 -0.88176
C 2.71194 1.70629 0.30189
C 1.44946 1.56282 1.16517
C 1.73197 1.41987 2.68348
C 0.88292 2.37785 3.52853
C -0.53195 1.79483 3.74073
C -1.66484 2.78673 3.45311
C -2.94221 2.18550 2.92765
C -3.59295 1.09406 3.43205
C -3.07219 0.37614 4.61126
Cl -3.21605 1.16841 6.14243
C -2.50305 -0.82047 4.58344
C -1.95904 -1.55001 5.77243
Cl -2.32264 -1.64203 3.07002
C -4.81132 0.59057 2.87419
C -5.41400 1.14007 1.78547
C -6.65998 0.57527 1.18189
C -6.37696 -0.58156 0.19482
C -6.07153 -0.09732 -1.23188
C -4.60089 0.12848 -1.55339
N -3.89556 -1.10457 -1.98047
C -3.24382 -1.78637 -0.83880
C -2.84368 -0.72281 -2.89285
C -2.84708 -1.39758 -4.23137
O -2.00470 0.09076 -2.60602
C -4.76392 2.28179 1.23707
N -5.18781 2.96159 0.16180
S -4.11619 4.13662 -0.07594
N -3.09590 3.85403 1.11359
C -3.55633 2.79500 1.79111
H 1.82656 3.47589 -0.57817
H 3.41964 3.10217 -1.22890
H 1.99429 2.14248 -1.69936
H 2.97988 0.72716 -0.09463
H 3.56264 2.05284 0.88435
H 0.86783 0.70695 0.82654
H 0.81328 2.43731 1.03353
H 1.50584 0.39357 2.97507
H 2.78622 1.58110 2.90450
H 1.37977 2.52192 4.48737
H 0.82559 3.34952 3.05285
H -0.65812 0.87540 3.17451
H -0.59519 1.50143 4.79086
H -1.90327 3.40695 4.31837
H -1.31803 3.47027 2.68325
H -1.62401 -2.53943 5.47674
H -2.70576 -1.67098 6.55133
H -1.08833 -1.01859 6.15444
H -5.26387 -0.27303 3.34391
H -7.32162 0.22122 1.97157
H -7.20418 1.35740 0.65668
H -5.56201 -1.18167 0.59471
H -7.26933 -1.20389 0.15868
H -6.58253 0.84956 -1.39469
H -6.47292 -0.81598 -1.94504
H -4.07530 0.59889 -0.72103
H -4.55100 0.82612 -2.38900
H -4.00440 -2.31289 -0.26961
H -2.71390 -1.07183 -0.20528
H -2.52989 -2.52017 -1.20750
H -3.71387 -2.02998 -4.38810
H -2.80942 -0.63931 -5.01018
H -1.94395 -1.99802 -4.33410
F 3.24755 -0.64352 -5.94408
C 2.73545 -1.27335 -4.86647
C 3.47618 -2.26928 -4.26308
C 2.94592 -2.91091 -3.15320
C 1.69339 -2.55687 -2.66999
C 0.96704 -1.55336 -3.29754
C 1.49021 -0.89991 -4.40394
H 4.44775 -2.53172 -4.65955
H 3.51502 -3.69006 -2.66386
H 1.28493 -3.06088 -1.80530
H -0.00588 -1.26610 -2.92315
H 0.94450 -0.10925 -4.90157
F 5.97191 3.53081 1.32607
C 6.67327 3.79263 0.20385
C 6.66202 5.07498 -0.30637
C 7.38587 5.33913 -1.46007
C 8.09855 4.32637 -2.08689
C 8.08993 3.04344 -1.55652
C 7.37569 2.76936 -0.39937
H 6.09388 5.84742 0.19450
H 7.39082 6.33999 -1.87033
H 8.65772 4.53599 -2.98872
H 8.63676 2.24955 -2.04469
H 7.35949 1.77724 0.03294
F -0.36494 -5.06762 0.62218
C -1.41703 -5.79170 1.05544
C -1.36809 -7.16716 0.95743
C -2.45410 -7.90311 1.40880
C -3.56373 -7.26097 1.94160
C -3.58761 -5.87569 2.02597
C -2.50564 -5.12960 1.58240
H -0.49541 -7.64605 0.53439
H -2.43223 -8.98250 1.34364
H -4.40848 -7.83994 2.28946
H -4.45164 -5.37103 2.43730
H -2.50199 -4.05054 1.64381
F 8.65840 -0.04620 -2.85939
C 9.11928 -0.89701 -1.91810
C 10.01891 -0.43001 -0.98119
C 10.48346 -1.30750 -0.01214
C 10.05139 -2.62632 0.00319
C 9.14770 -3.07039 -0.95239
C 8.67081 -2.20175 -1.92304
H 10.34667 0.60068 -1.01430
H 11.18502 -0.95792 0.73308
H 10.41822 -3.30680 0.75952
H 8.81097 -4.09814 -0.94381
H 7.96116 -2.52373 -2.67301
F 0.09814 5.42484 3.13511
C 0.61673 6.60504 3.53389
C -0.13311 7.41676 4.35977
C 0.40812 8.62658 4.76930
C 1.67522 9.00572 4.34771
C 2.40712 8.17045 3.51492
C 1.87959 6.95555 3.10236
H -1.12032 7.10250 4.67082
H -0.16297 9.27448 5.42041
H 2.09149 9.95110 4.66834
H 3.39367 8.46462 3.18311
H 2.43367 6.28555 2.45835
F -4.78331 -6.28942 -3.35039
C -5.39663 -5.83173 -4.45954
C -5.34094 -6.58714 -5.61336
C -5.97591 -6.11066 -6.75114
C -6.64638 -4.89548 -6.72348
C -6.68547 -4.15346 -5.55091
C -6.05987 -4.62271 -4.40502
H -4.80813 -7.52839 -5.61429
H -5.94590 -6.69206 -7.66271
H -7.13709 -4.52788 -7.61451
H -7.20377 -3.20430 -5.52611
H -6.08157 -4.06211 -3.47948
```



[4]
DFT (ωB97M-V/def2-TZVPD) results for an isolated ion of composition C5H10NOS and charge -1.

Summary:
Energy relative to the best compared isomer or geometry (same formula, charge and spin) ... 1.357 eV
Net charge ... -1
Highest occupied orbital energy ... -2.390 eV
Structure (SMILES) ... O=CCNCCC[S-]

```
18
C5H10NOS ωB97M-V/def2-TZVPD
O 1.05253 -2.96647 -2.50956
C 0.83787 -1.85464 -2.09711
C -0.42097 -1.46206 -1.37128
N -0.10325 -0.77124 -0.13107
C 0.04083 0.67203 -0.29631
C 0.48438 1.34563 0.99651
C -0.49141 1.17809 2.14049
S -0.24620 2.29513 3.55039
H 1.58438 -1.05566 -2.25334
H -1.06403 -0.84600 -2.03505
H -0.98594 -2.37034 -1.16708
H -0.78715 -1.01032 0.57410
H -0.90468 1.11306 -0.62387
H 0.83399 0.80213 -1.02979
H 0.64332 2.41732 0.80951
H 1.49001 1.01430 1.26189
H -0.47022 0.13394 2.44572
H -1.49347 1.36507 1.73584
```



[5]
DFT (ωB97M-V/def2-TZVPD) results for C3H2F2I2 as an isolated structure.

Summary:
Energy relative to the best compared isomer or geometry (same formula, charge and spin) ... 1.138 eV
Net charge ... 0
Highest occupied orbital energy ... -9.477 eV

```
9
C3H2F2I2 ωB97M-V/def2-TZVPD
C 1.47722 -0.41985 -0.14830
C 0.22172 -0.79943 -0.15442
C -0.86483 0.77261 0.25163
F -0.35851 1.75516 -0.49066
F -0.77361 1.14422 1.51131
I -0.92914 -2.49704 -0.12172
I -2.87655 0.63345 -0.41212
H 2.29007 -1.15629 -0.29671
H 1.81364 0.56718 -0.13901
```



[6]
DFT (ωB97M-V/def2-TZVPD) results for C15H6N4S5Se5TeW as an isolated structure.

Summary:
Energy relative to the best compared isomer or geometry (same formula, charge and spin) ... 4.214 eV
Net charge ... -2
2S+1 ... 3
Highest occupied orbital energy (spin up / spin down) ... -1.091 / -1.218 eV

```
37
C15H6N4S5Se5TeW ωB97M-V/def2-TZVPD
W 1.51380 -0.24838 -0.89198
Se -2.92580 2.76762 4.47972
N -1.48000 1.71312 4.51072
C -1.13270 1.45772 3.25032
C -0.02280 0.63872 2.89482
C 0.80030 0.05092 3.85622
C 1.88260 -0.73258 3.45462
C 2.11790 -0.92528 2.11992
N 1.32520 -0.39378 1.11822
C 0.24170 0.42152 1.50792
C -0.57010 1.00192 0.51182
N -0.28850 0.74852 -0.82658
C -1.04210 1.35782 -1.75978
C -2.11980 2.16842 -1.47638
C -2.44720 2.40342 -0.14318
C -1.67940 1.83652 0.86632
C -1.95100 2.05192 2.24952
N -2.96480 2.79032 2.68922
H 0.58260 0.22802 4.89572
H 2.54590 -1.18848 4.16922
H 2.97080 -1.53048 1.78402
H -0.74860 1.17832 -2.79518
H -2.68170 2.61002 -2.28278
H -3.27710 3.03312 0.13332
S -2.81200 -3.38598 -6.07368
C -1.86610 -2.73278 -4.90448
S -2.16450 -2.94908 -3.18928
C -0.77440 -2.03468 -2.62598
C -0.00720 -1.46758 -3.58238
S 1.40610 -0.48378 -3.28238
S -0.48000 -1.71878 -5.25178
S -0.47820 -1.95268 -0.92108
Se 3.87500 -0.59638 -0.95658
Se 5.98000 -1.31998 -0.88178
Te 3.94050 -4.37168 -0.82348
Se 2.41440 -2.41778 -0.94118
Se 2.31730 1.99232 -0.88188
```



[7]
DFT (ωB97M-V/def2-TZVPD) results for C18H31AuCl2N2O4 as an isolated structure.

Summary:
Energy relative to the best compared isomer or geometry (same formula, charge and spin) ... 1.466 eV
Net charge ... 0
2S+1 ... 3
Highest occupied orbital energy (spin up / spin down) ... -7.638 / -8.612 eV

```
58
C18H31AuCl2N2O4 ωB97M-V/def2-TZVPD
O 1.09493 2.17493 -1.14600
C 0.63421 1.62204 -2.28246
C 1.14279 2.41833 -3.46675
C 1.71005 3.72039 -3.34358
H 1.46043 4.35713 -2.47424
C 2.53219 4.26605 -4.33963
H 3.07081 5.21523 -4.17352
C 2.69259 3.62479 -5.57006
H 3.30324 4.06012 -6.37297
C 1.95288 2.44645 -5.78551
H 1.97573 1.99394 -6.76810
C 1.16768 1.86935 -4.76507
H 0.52136 1.01326 -4.98616
H 0.70237 0.52098 -2.41402
C -2.00545 2.02025 -2.75719
C -1.17247 0.88431 -2.32923
H -3.09158 2.02429 -2.43495
H -1.85987 2.25866 -3.82827
H -1.46927 2.82918 -2.14015
C -1.32361 -0.21401 -1.56466
C -2.54234 -0.79127 -0.90391
H -0.38570 -0.72431 -1.28651
H -3.43270 -0.67781 -1.51512
H -2.73280 -0.26790 0.04601
H -2.44566 -1.86017 -0.66582
Au 1.97773 1.45551 0.55490
Cl 0.21067 2.41429 1.72806
Cl 3.82450 0.59011 -0.48661
C -2.00329 0.35696 3.18981
O -1.27325 -0.57307 2.85232
N -2.79593 0.35706 4.29059
C -2.77030 -0.74909 5.23717
C -3.63913 1.48530 4.65842
H -2.08162 1.30607 2.60923
H -2.12597 -1.54291 4.85148
H -3.79337 -1.12748 5.38955
H -2.40064 -0.39927 6.21425
H -3.61258 2.21275 3.83785
H -3.27503 1.95726 5.58502
H -4.67201 1.14711 4.82950
H 0.59374 -5.83581 1.63867
H 2.73864 -5.52196 -0.30026
C 0.13072 -5.17909 0.88280
C 1.91912 -4.95642 -0.77622
N 1.08993 -4.29712 0.22443
H -0.69387 -4.63072 1.34547
C 1.52612 -3.09174 0.66674
O 1.27948 -2.58017 1.77331
H 2.34101 -4.15299 -1.37893
H 2.15253 -2.58943 -0.13511
H -0.27184 -5.82381 0.08481
H 1.27723 -5.62044 -1.36980
C 2.14164 0.33984 3.53776
O 2.37165 -0.08227 2.17997
H 1.84493 1.38108 3.42557
H 3.09247 0.25218 4.06926
H 1.34635 -0.25305 4.00307
H 2.05050 -1.03292 2.05479
```



[8]
DFT (ωB97M-V/def2-TZVPD) results for a 12-piece molecular cluster, C22H68O12 overall.

Summary:
Energy relative to the best compared isomer or geometry (same formula, charge and spin) ... 12.794 eV
Net charge ... 0
Highest occupied orbital energy ... -9.316 eV
Structure (SMILES) ... CC(C)O.CC(C)O.CC(C)O.CC(C)O.CC(C)O.CO.CO.CO.CO.CO.CO.CO

```
102
C22H68O12 ωB97M-V/def2-TZVPD
C 1.87628 3.83676 1.84719
C 1.42728 3.19076 3.16719
C 0.13728 3.76476 3.70519
O 1.38028 1.73376 3.04119
H 2.95628 3.40976 1.41719
H 2.14628 4.78076 2.00719
H 0.86228 3.78476 1.15519
H 2.18728 3.33676 4.03719
H 0.24428 4.69776 4.13619
H -0.27272 3.22576 4.55319
H -0.68472 3.54976 3.02019
H 2.33428 1.44376 2.72419
C 0.94828 -1.14924 1.05419
C -0.24472 -0.19624 0.89419
C -0.17972 0.76476 -0.38681
O -1.48872 -0.80724 0.75619
H 1.22128 -1.58624 0.05719
H 0.68328 -1.92024 1.75419
H 1.81628 -0.69624 1.52319
H -0.30772 0.29776 1.71519
H -0.88072 1.61576 -0.28681
H -0.37372 0.33076 -1.31181
H 0.71928 1.34776 -0.38881
H -2.23072 -0.35124 1.12019
C -3.79572 -3.39824 -1.14681
C -2.58772 -3.86224 -0.55381
C -2.27972 -5.29224 -0.93581
O -1.47872 -3.15224 -1.05781
H -4.42972 -4.08624 -0.58681
H -3.86572 -3.40724 -2.23381
H -4.33072 -2.26224 -1.00781
H -2.73372 -3.89024 0.51019
H -1.28872 -5.55424 -0.54581
H -2.57072 -5.50324 -1.85481
H -2.83672 -6.19124 -0.44181
H -1.53072 -2.47424 -0.58681
C 3.05528 -2.33424 -3.92981
C 3.08828 -2.21924 -2.43381
C 3.62428 -3.44424 -1.74581
O 4.04528 -1.19624 -2.12681
H 3.98728 -2.55024 -4.42281
H 2.34728 -1.47324 -4.22481
H 2.46928 -3.25524 -4.13581
H 2.01328 -2.05724 -2.03181
H 4.57828 -3.74524 -2.05281
H 2.91928 -4.22224 -2.03181
H 3.68428 -3.31124 -0.68081
H 3.68728 -0.38024 -2.49581
C 1.81728 2.82076 -3.24781
C 3.27428 2.59576 -3.13681
C 3.99028 2.85976 -1.80881
O 3.47928 1.19076 -3.44381
H 1.56128 3.85176 -2.81281
H 1.22128 2.01876 -2.77181
H 1.46628 2.95776 -4.22681
H 3.75028 3.09176 -3.85381
H 5.04828 2.76376 -1.94881
H 3.61828 2.08176 -1.08281
H 4.03428 3.87076 -1.35381
H 3.34828 1.00476 -4.30981
C -3.19472 0.70176 3.02019
O -3.23572 1.21076 1.71219
H -2.82472 1.50076 3.71119
H -2.73472 -0.08624 3.15619
H -4.13372 0.56876 3.34919
H -3.31072 2.24376 1.78019
C -1.65872 4.03576 -1.94681
O -2.47072 5.12876 -2.26181
H -1.03572 4.04976 -1.02981
H -0.87072 3.89476 -2.70381
H -2.18472 3.13976 -1.84281
H -3.24872 4.72776 -2.61481
C -4.38072 0.83776 -1.57081
O -5.74472 1.34076 -1.49381
H -4.20272 0.64976 -2.65281
H -4.52272 -0.16124 -1.17581
H -3.67672 1.43376 -1.11281
H -6.02772 1.06776 -0.63981
C -0.93572 -4.17024 2.90219
O -1.60172 -2.86024 2.82019
H -1.35972 -4.80624 3.46419
H 0.00028 -4.01924 3.40319
H -0.49072 -4.59424 1.89719
H -1.19872 -2.23524 1.99019
C -3.45872 -0.95624 -4.54781
O -3.65172 -0.66624 -3.15681
H -3.09272 -1.88124 -4.76081
H -2.60272 -0.45124 -4.96581
H -4.27472 -0.66724 -5.16881
H -2.69772 -0.46924 -2.91981
C 4.69128 0.73676 3.32019
O 3.96428 0.93276 2.07219
H 5.51828 0.09676 3.07219
H 4.09028 0.24176 4.21719
H 5.10328 1.67376 3.75619
H 4.41728 0.41076 1.34819
C -0.24972 -0.55924 5.41819
O 0.95128 -0.60424 4.52619
H -1.13172 -1.11424 5.02819
H -0.28972 0.39976 5.63519
H -0.01972 -1.15124 6.27319
H 1.12128 0.17776 4.13319
```